(1)
ORCA calculation (wB97M-V/def2-TZVPD) on an isolated molecule of C2H2N4O3 at a distorted geometry.

Last column: Mulliken charge in e.
Cartesian coordinates (Å):
N -1.17154 1.51627 0.33078  -0.046
H 2.59985 -1.68570 -0.84300  0.348
N -1.93683 0.47757 -0.13252  -0.232
N 1.54100 -0.46280 0.20773  0.548
N 0.15829 1.57336 0.29732  -0.338
O 2.07524 -0.89032 -1.03836  -0.409
C 1.00200 0.69070 0.19106  0.351
O 1.88359 -1.11417 1.20100  -0.651
C -2.10686 -0.70591 -0.07958  0.548
O -2.43601 -1.80272 -0.24160  -0.400
H -1.60872 2.40372 0.10716  0.281

Calculated values
DFT total energy: -521.89720 hartree
energy relative to the best compared isomer or geometry (same formula, charge and spin): 131.8 kcal per mole
HOMO-LUMO gap: 9.41 eV

(2)
ORCA calculation (wB97M-V/def2-TZVPD) on a cluster of 4 separate species, C19H39IN7O5 in total at a distorted geometry.

Last column: Mulliken charge in e.
Cartesian coordinates (Å):
H 8.67509 -0.94586 1.72719  0.381
H 3.12527 -0.33613 -1.22847  0.185
C 8.17040 -0.53262 0.85191  -1.368
O 1.36213 -1.59607 -2.18520  -0.625
H 7.08441 0.19489 3.03653  0.347
I -8.67312 0.71097 0.97382  0.010
H 5.01494 -1.39840 1.54053  0.213
C -4.99580 -0.74890 -2.36182  0.810
H -0.70730 -1.33754 0.45684  0.144
C 4.80345 -0.53481 -2.51523  -0.757
H -0.00559 0.79191 4.96162  0.399
O 6.48087 -1.78884 -0.28565  -0.730
H -2.89260 2.95764 0.03036  0.358
H 0.43718 0.54418 -0.47356  0.167
H 1.01592 -2.64481 4.07972  0.246
H -2.40327 0.30224 -0.71898  -0.973
H -1.50612 0.03916 4.33726  0.380
C -1.51226 -0.16866 -1.23948  0.927
H -0.52893 1.08643 3.29741  0.197
C -3.26325 3.06192 -1.02130  -0.712
H -5.42122 1.04512 1.37670  0.277
N -4.40691 2.19215 -1.38146  0.026
N -6.16529 0.53332 -0.95440  0.689
H -0.31774 -2.03081 -1.25634  0.220
H 3.10937 -1.46428 -4.74043  0.373
H 4.94458 0.54136 -2.64180  0.300
H 5.92329 -0.92577 3.78371  0.293
H 1.95892 -2.74839 -4.34267  0.314
H -4.72502 2.24740 -2.36260  0.348
H 8.09192 0.55293 0.93849  0.366
H 3.64235 -2.90651 -3.82211  0.374
H -1.75926 -0.42755 -2.32288  0.288
H -0.58989 -1.15675 6.14586  0.335
H -1.98694 -2.27781 -0.50185  0.354
H -7.02630 2.31240 -1.74238  0.441
N 0.47380 -1.88779 4.47055  -0.179
H -7.18644 0.82444 -2.89722  0.328
C -8.61703 0.85472 -1.22310  0.036
H -2.23008 2.05164 -2.77498  0.421
C 6.08978 -0.23561 2.95434  -0.862
C -0.28092 0.84496 -1.30374  -0.254
C -1.97857 2.79014 -1.96215  -0.521
H 5.34432 0.56077 3.00131  0.277
H 0.18941 2.97976 -1.51866  0.337
H 5.03420 -1.04283 -3.44816  0.350
O -4.52645 -0.54735 -3.40694  -0.315
H 5.47285 -0.89285 -1.72917  0.158
H -1.73846 3.80095 -2.42408  0.369
C 6.80161 -1.14275 0.70474  0.864
H 0.83215 -2.16645 6.49227  0.290
C -0.02106 -2.02607 5.82611  -0.861
O 0.79837 -0.89326 2.49309  -0.655
H 8.76432 -0.76597 -0.03037  0.307
O -9.58657 0.67854 -1.88798  -0.384
H -0.65611 -2.91270 5.87271  0.290
C 2.82757 -2.19845 -3.98328  -1.445
C -0.69025 2.36694 -1.13567  -0.778
C -0.48613 0.34159 4.09115  -1.248
C 0.30831 -0.84696 3.61440  0.794
C 2.47827 -1.50624 -2.69276  0.765
H 0.23454 0.68870 -2.29250  0.176
H -3.60837 4.13779 -1.13524  0.383
H -0.76413 2.60129 -0.02953  0.289
C -1.10148 -1.57069 -0.57338  -0.829
N 3.43643 -0.76686 -2.08701  -0.035
C -5.05305 1.37916 -0.59212  -0.101
N -4.62007 1.27586 0.78126  -0.426
H -3.84608 0.61003 0.88122  0.244
N 5.90849 -0.95982 1.71258  -0.120
N -5.79673 -0.76339 -1.37260  -0.935
C -7.15974 1.19528 -1.83439  -0.325

Calculated values
DFT total energy: -1804.23597 hartree
net charge: +1
HOMO-LUMO gap: 6.66 eV

(3)
ORCA calculation (wB97M-V/def2-TZVPD) on an isolated molecule of C16H25N3O2 at a distorted geometry.

Last column: Mulliken charge in e.
Cartesian coordinates (Å):
H -2.60596 3.68448 2.67415  0.408
C -1.63828 3.70223 2.19764  -0.728
C -0.30937 -0.43045 0.15548  0.262
C -1.76024 4.37048 0.82108  -0.760
H -0.82341 -4.22727 -0.34257  0.363
H 0.26983 -5.57431 -1.94949  0.406
H 1.72197 -4.59286 -1.88506  0.257
O 1.75941 1.02490 2.52263  -0.650
H -0.72428 -1.80948 -2.98882  0.244
H -2.24299 0.14605 -0.79726  0.222
H 0.80913 -3.90423 0.21552  0.290
C 3.81944 -0.48135 1.54090  -1.029
N 2.45044 -0.45008 0.96884  0.033
H -2.29246 -0.33489 0.89841  0.405
N -0.00629 -2.45911 -1.11859  0.344
C -1.82832 -0.54672 -0.05230  -1.307
H -2.22079 3.98166 -1.24913  0.453
N 0.28958 0.61503 0.90267  0.307
H -0.92822 4.30488 2.78945  0.275
H 0.70705 2.66643 1.12012  0.401
H 3.81403 -1.04692 2.46818  0.319
C 0.18373 -3.72027 -3.10117  -0.620
C -1.97418 3.43888 -0.33979  -0.680
H 0.84303 -3.79340 -3.99996  0.298
C 1.52704 0.40221 1.50221  0.411
H -2.52765 5.12176 0.83628  0.422
H 4.13375 0.57229 1.76259  0.325
C -0.69162 2.58710 -0.46154  -0.989
H -0.89379 1.76618 -1.15369  0.345
H 0.08037 3.20869 -0.87425  0.359
O 2.79613 -2.05256 -0.54788  -0.689
H -2.00956 1.55900 1.95765  0.180
C 0.13846 -3.83226 -0.65395  -0.575
C 1.99976 -1.29793 0.00889  0.897
H 1.00538 -1.73593 -2.81479  0.368
H -0.82659 -3.97998 -3.41666  0.304
C 0.55092 -1.41898 -0.30346  -0.602
C -1.15466 2.22730 2.10824  -0.608
H -2.80940 2.76466 -0.12387  0.265
C -0.18864 2.02262 0.92327  -0.162
H -2.21353 -1.56504 -0.28391  0.365
H -0.82560 4.90662 0.63037  0.305
C 0.62763 -4.55001 -1.89963  -0.626
H -0.69959 1.93657 3.05991  0.352
C 0.12757 -2.31787 -2.55470  -0.529
H 4.54079 -0.88812 0.84802  0.369

Calculated values
DFT total energy: -939.42468 hartree
energy relative to the best compared isomer or geometry (same formula, charge and spin): 19.4 kcal per mole
HOMO-LUMO gap: 8.92 eV

(4)
ORCA calculation (wB97M-V/def2-TZVPD) on a structure of composition C17H33NO3P2Zr at a distorted geometry.

Last column: Mulliken charge in e.
Cartesian coordinates (Å):
C -0.06443 3.02040 -4.72427  -0.344
C 3.43805 1.01296 -1.02545  -1.245
H 3.62893 0.52657 2.07520  0.266
C -0.13520 2.71883 -2.32296  0.005
H -3.34942 1.07933 2.58608  0.360
H 2.74256 -2.72190 -0.54951  0.092
C 0.69354 1.70397 3.43692  -0.944
C -0.02662 1.63704 -4.90522  -0.440
C 3.28206 -1.84468 -0.93662  -1.017
H -4.52142 -1.21534 -0.30627  0.432
H 4.54006 1.01937 -1.03082  0.435
C -3.59400 0.18379 1.99974  -1.399
C 3.85743 -0.35263 1.45430  -1.306
H -3.16144 1.57967 -1.52732  0.300
C 0.01992 -2.71556 1.51351  2.195
C -3.38492 1.66748 -0.45647  -1.300
H 3.06958 0.93324 -2.05769  0.327
H 4.91828 -0.32633 1.16053  0.439
H 3.08389 1.97277 -0.62419  0.311
H -0.55446 -4.65018 0.81248  0.334
O -1.20158 2.56703 1.83226  -0.574
O 0.37382 0.96371 2.22118  0.082
P -2.70799 0.22132 0.41191  1.500
H 0.93835 -1.97503 1.51635  -0.692
H 4.36514 -2.02088 -0.84902  0.400
H 3.66581 -1.25487 2.05200  0.346
C -0.63599 -2.69721 2.88823  -1.546
H 0.78262 -4.72878 1.98343  0.409
H 0.01138 1.21289 -5.91041  0.337
C -0.02798 0.76936 -3.81694  -0.510
H -4.47243 1.70500 -0.30347  0.440
O -0.82699 -2.18295 0.50446  -0.820
H -0.16301 4.62856 -3.28785  0.340
H -0.19718 3.12353 -1.31024  0.359
H -3.22990 -1.07215 -1.55696  0.306
H -2.98897 -2.13039 -0.14892  0.210
H -1.71030 -2.94498 2.79989  0.252
H -3.29407 -0.71260 2.56007  0.252
C -0.05160 1.28536 -2.46914  0.002
C -0.12685 3.54787 -3.43821  -0.569
C -3.43854 -1.18841 -0.48561  -1.284
H 1.09660 -4.22364 0.31161  0.264
H 0.81864 2.75944 3.19794  0.315
N 0.00158 0.47773 -1.42328  -0.711
H -0.17436 -3.44788 3.54666  0.489
H 1.62915 1.25995 3.79027  0.244
H -0.11529 1.55116 4.15415  0.320
Zr 0.02758 -0.35105 0.38588  0.487
C -0.76863 1.47633 1.54817  0.318
H -4.67237 0.15070 1.79365  0.468
P 2.74562 -0.35222 -0.00228  1.132
H 3.01650 -1.72675 -1.99729  0.337
H -2.92082 2.58261 -0.06887  0.311
H -0.55157 -1.72378 3.40112  0.192
H -0.05259 3.68981 -5.60154  0.320
H -0.00446 -0.31448 -3.93956  0.381
C 0.37827 -4.15312 1.13833  -1.606

Calculated values
DFT total energy: -1677.79524 hartree
HOMO-LUMO gap (alpha / beta): 6.42 / 6.42 eV